No. 1
{"formula": "C4H2CsO2", "method": "wB97M-V/def2-TZVPD", "elements": ["H", "O", "C", "C", "C", "C", "O", "Cs", "H"], "positions_angstrom": [[-2.136186, -1.275927, -0.900217], [-3.571079, 0.672068, -0.275266], [-2.590523, 0.114176, -0.553372], [-1.478420, -0.532957, 0.036897], [-0.347696, 0.036472, 0.282376], [1.023296, -0.049082, 0.565670], [1.941059, 0.232827, -0.211965], [5.934662, 1.082965, -0.577241], [1.224889, -0.280541, 1.633118]], "atomic_forces_ev_per_a": [[1.3, -1.3, 0.3], [-0.3, -0.3, -2.3], [1.3, 0.1, 5.6], [-4.4, 2.0, -4.1], [2.3, -0.4, 0.7], [0.3, 0.1, -0.4], [-0.1, 0.0, 0.3], [-0.3, -0.1, 0.0], [-0.1, -0.1, -0.2]], "total_charge": 1, "e_tot_ev": -8810.705, "relative_energy_ev": 3.613, "homo_lumo_gap_ev": [6.3, 7.0], "fmax_ev_per_a": 6.360, "homo_ev": [-10.9, -11.3]}


No. 2
{"formula": "C4H2EuLiO2", "method": "wB97M-V/def2-TZVPD", "elements": ["O", "C", "C", "C", "C", "O", "Li", "H", "H", "Eu"], "positions_angstrom": [[1.049017, -0.550304, -1.122219], [1.088151, -0.854710, 0.152225], [0.983621, -1.151056, 1.318767], [-2.182334, 0.659940, -1.192383], [-1.758235, 1.227563, -0.146649], [-1.384024, 1.664586, 0.955472], [0.122566, 1.143458, 1.833797], [1.934894, -0.435262, -1.508416], [1.000663, -1.516145, 2.334048], [-0.854319, -0.188071, -2.624642]], "atomic_forces_ev_per_a": [[0.7, 0.0, -0.1], [-0.3, -0.3, 1.5], [0.3, 0.3, -0.7], [-0.6, 1.2, 1.5], [-0.2, -0.9, -0.2], [0.7, 0.1, 0.0], [-0.7, 0.2, -0.3], [0.1, -0.1, 0.3], [-0.1, 0.1, -0.4], [0.1, -0.5, -1.7]], "total_charge": 1, "e_tot_ev": -27798.062, "relative_energy_ev": 3.597, "homo_lumo_gap_ev": [6.4, 6.5], "fmax_ev_per_a": 2.049, "multiplicity": 8, "homo_ev": [-10.6, -10.8]}


No. 3
{"formula": "C4H2F2O", "method": "wB97M-V/def2-TZVPD", "elements": ["C", "C", "C", "C", "O", "F", "F", "H", "H"], "positions_angstrom": [[-0.419131, 0.719682, 0.068535], [-1.018912, -0.477586, -0.065910], [1.050254, 0.701343, -0.036682], [-0.288982, -1.635865, -0.370870], [1.882323, -0.050797, -0.505823], [1.455205, 1.942925, 0.434802], [0.307476, -2.404683, 0.550388], [-0.890619, 1.756595, 0.064155], [-2.077610, -0.551618, -0.138595]], "atomic_forces_ev_per_a": [[0.2, 0.6, -0.5], [0.6, 1.0, 1.3], [1.8, 0.9, -0.6], [1.1, -2.6, -0.6], [-2.5, 1.2, 1.4], [0.3, -0.8, -0.3], [-1.2, 1.8, -0.7], [0.5, -1.9, 0.1], [-0.8, -0.3, -0.1]], "e_tot_ev": -11658.633, "relative_energy_ev": 2.911, "homo_lumo_gap_ev": [8.4, 8.4], "fmax_ev_per_a": 3.091, "homo_ev": [-9.4, -9.4]}


No. 4
{"formula": "C4H2F2O", "method": "wB97M-V/def2-TZVPD", "elements": ["C", "C", "C", "C", "O", "F", "F", "H", "H"], "positions_angstrom": [[0.936271, -1.799208, -0.075057], [0.353973, -0.562108, -0.315784], [0.108077, -1.281984, 1.052869], [-0.113962, 0.555691, -0.726160], [-0.791221, 1.144903, -1.567973], [-1.159523, -1.704585, 1.252255], [0.631896, 2.243879, 0.359949], [0.546487, -0.689446, 1.866489], [-0.511997, 2.092859, -1.846587]], "atomic_forces_ev_per_a": [[-0.4, 0.6, 0.7], [-0.3, -0.3, 0.0], [0.4, 0.5, -0.4], [2.3, 1.5, 1.6], [-0.7, 2.5, -1.7], [0.5, 0.1, 0.0], [-1.0, -2.4, -1.7], [-0.4, -0.7, 0.1], [-0.3, -1.8, 1.3]], "e_tot_ev": -11654.199, "relative_energy_ev": 7.345, "homo_lumo_gap_ev": [7.5, 7.5], "fmax_ev_per_a": 3.198, "homo_ev": [-9.9, -9.9]}


No. 5
{"formula": "C4H2F4", "method": "wB97M-V/def2-TZVPD", "elements": ["C", "C", "C", "F", "F", "C", "F", "F", "H", "H"], "positions_angstrom": [[-0.032028, -0.154580, -0.045551], [1.252827, -0.063505, 0.124554], [2.537430, -0.021566, -0.660280], [3.090387, 1.151520, -1.016660], [2.843993, -1.000209, -1.477573], [2.364840, -0.351710, 1.044634], [2.567207, -1.517770, 1.526839], [2.971960, 0.552241, 1.780159], [-0.678060, -0.197510, 0.703430], [-0.415392, 0.065293, -0.976254]], "atomic_forces_ev_per_a": [[2.2, 0.8, -1.4], [1.3, 0.3, -0.4], [-1.0, -0.3, 4.2], [-0.2, -0.4, 0.0], [0.2, -0.6, -1.0], [1.0, 2.1, -4.6], [0.1, -2.6, 1.0], [-0.1, 1.1, 1.0], [-2.7, -0.7, 3.3], [-0.8, 0.1, -2.1]], "e_tot_ev": -15046.671, "relative_energy_ev": 1.389, "homo_lumo_gap_ev": 9.8, "fmax_ev_per_a": 5.193, "homo_ev": -9.4, "smiles": "C=C1C(F)(F)C1(F)F"}


No. 6
{"formula": "C4H2F4NO2", "method": "wB97M-V/def2-TZVPD", "elements": ["C", "C", "C", "C", "N", "O", "O", "F", "F", "F", "F", "H", "H"], "positions_angstrom": [[3.035028, -0.318388, -0.671671], [-0.766016, 0.192312, -0.552064], [-2.061540, -0.706027, 0.855254], [-1.234163, 0.550810, 0.918856], [-1.784711, -0.867881, -0.577013], [4.213242, -0.408045, -0.605865], [2.057045, -0.874868, -0.238256], [-2.978342, -1.318036, 1.608190], [-0.347852, 0.762189, 1.967920], [-2.164301, 1.604074, 0.915668], [2.581095, 0.762544, -1.709764], [-0.724272, 0.967880, -1.246588], [0.174786, -0.346563, -0.664668]], "atomic_forces_ev_per_a": [[-1.3, 0.3, -1.3], [0.6, -1.6, 2.8], [1.2, -1.1, -7.7], [0.4, 0.6, 0.4], [-2.9, 0.1, 6.9], [2.0, 0.3, 0.1], [-0.9, -0.4, 0.6], [1.2, 0.7, -0.7], [-1.3, -0.1, -1.4], [1.2, -0.2, 0.3], [0.3, -0.3, 0.5], [-0.9, 1.3, -1.3], [0.6, 0.5, 0.7]], "total_charge": -1, "e_tot_ev": -20635.227, "relative_energy_ev": 0.784, "homo_lumo_gap_ev": 8.4, "fmax_ev_per_a": 7.907, "homo_ev": -5.3}